# C16H21NO6Ru

C16H21NO6Ru as an isolated structure in a non-equilibrium geometry (the ωB97M-V functional and the def2-TZVPD basis, OMol25).

```
45
C16H21NO6Ru | OMol25 | the ωB97M-V functional and the def2-TZVPD basis
Ru -0.3465 1.7286 1.0009
O -0.1261 3.8101 2.0908
C -1.2821 4.5710 1.7152
C -1.5025 4.5129 0.2354
N -1.9059 3.1724 -0.2254
C -1.6025 2.9792 -1.6309
C -0.1322 2.6641 -1.8372
O 0.4182 2.9729 -2.8542
O 0.4244 2.0028 -0.8402
C -3.2342 2.7314 0.1574
C -3.2460 1.2464 0.5459
O -4.2719 0.6400 0.4842
O -2.0850 0.7667 0.9646
H 0.6789 4.2902 1.8523
H -1.1821 5.6069 2.0383
H -2.1114 4.1238 2.2607
H -0.5720 4.7616 -0.2810
H -2.2524 5.2613 -0.0464
H -1.8365 3.8615 -2.2290
H -2.1556 2.1261 -2.0274
H -3.9604 2.8458 -0.6472
H -3.5941 3.2670 1.0357
C 2.4170 -6.0878 -0.2320
C 1.9640 -4.6645 -0.1559
C 1.4167 -4.1415 1.0168
C 1.0812 -2.8101 1.1314
C 0.4688 -2.3193 2.4097
C 1.3202 -1.9504 0.0162
C 1.2390 -0.5457 0.1285
O 0.9453 0.1051 1.1720
C 1.7438 -2.4999 -1.2301
C 1.8351 -1.7035 -2.5070
C 2.0719 -3.8364 -1.2729
H 2.2555 -6.6117 0.7071
H 3.4804 -6.1274 -0.4743
H 1.8908 -6.6168 -1.0281
H 1.2553 -4.7961 1.8643
H 0.2471 -3.1547 3.0695
H -0.4525 -1.7709 2.2102
H 1.1408 -1.6346 2.9282
H 1.5305 0.0266 -0.7523
H 1.2441 -0.7924 -2.4975
H 1.4839 -2.3159 -3.3360
H 2.8717 -1.4371 -2.7234
H 2.4270 -4.2577 -2.2068
```

Computed properties:
- HOMO-LUMO gap (alpha / beta): 7.0 / 7.4 eV
- Expectation value of S²: 0.76
- 2S+1: 2
- Net charge: +1
- HOMO (alpha / beta): -12.231 / -12.231 eV
- Energy above the lowest of the compared OMol25 structures with the same formula, charge and spin: 27.1 kcal/mol

# C45H33ClFNO6P

A 4-piece molecular cluster, C45H33ClFNO6P overall in a non-equilibrium geometry (the ωB97M-V functional and the def2-TZVPD basis, OMol25).

```
88
C45H33ClFNO6P | OMol25 | the ωB97M-V functional and the def2-TZVPD basis
N 2.9858 -1.1008 -0.3627
P 4.0332 -2.3420 -0.6974
F 4.3817 -2.4707 -2.2073
C 3.4389 -3.9670 -0.1412
C 4.5479 -4.5973 0.7809
C 4.1672 -4.3462 2.2537
Cl 4.3126 -2.5829 2.6401
H 3.4767 -0.2581 -0.0606
H 2.4329 -0.8453 -1.1854
H 5.2329 -2.0467 -0.0301
H 2.5132 -3.8876 0.4497
H 3.1910 -4.6075 -1.0010
H 5.5017 -4.0853 0.5809
H 4.6785 -5.6721 0.6146
H 3.1169 -4.6356 2.3729
H 4.8353 -4.8974 2.9198
C -1.6932 -5.6988 7.5317
C -2.9734 -5.1570 7.4731
C -3.2659 -4.1599 6.5566
C -2.2762 -3.6912 5.7016
C -0.9836 -4.2190 5.7767
C -0.7003 -5.2312 6.6866
C 0.0985 -3.6970 4.9047
O 1.2249 -4.1561 4.9606
C -0.2185 -2.5926 3.9612
C 0.7965 -2.0551 3.1807
C 0.5165 -1.0357 2.2858
C -0.7838 -0.5538 2.1603
C -1.7972 -1.0843 2.9416
C -1.5169 -2.0974 3.8508
C -2.6077 -2.6339 4.7104
O -3.7403 -2.2113 4.6058
H -1.4698 -6.4838 8.2427
H -3.7443 -5.5156 8.1430
H -4.2635 -3.7438 6.5092
H 0.2959 -5.6501 6.7377
H 1.8065 -2.4296 3.2760
H 1.3107 -0.6146 1.6833
H -1.0056 0.2395 1.4569
H -2.8057 -0.7039 2.8444
C -5.5155 1.4777 4.4408
C -6.7930 2.0257 4.3771
C -7.0779 3.0206 3.4556
C -6.0835 3.4805 2.6006
C -4.7958 2.9471 2.6808
C -4.5201 1.9388 3.5956
C -3.7060 3.4578 1.8082
O -2.5846 2.9876 1.8744
C -4.0126 4.5591 0.8581
C -2.9947 5.0898 0.0737
C -3.2712 6.1073 -0.8244
C -4.5686 6.5942 -0.9501
C -5.5857 6.0731 -0.1675
C -5.3106 5.0617 0.7450
C -6.4058 4.5356 1.6036
O -7.5365 4.9620 1.4962
H -5.2962 0.6937 5.1548
H -7.5674 1.6736 5.0466
H -8.0731 3.4421 3.4038
H -3.5260 1.5151 3.6513
H -1.9856 4.7109 0.1674
H -2.4760 6.5226 -1.4305
H -4.7843 7.3848 -1.6575
H -6.5931 6.4559 -0.2631
C 4.4691 -1.7950 -4.8855
C 3.1454 -1.5741 -4.5024
C 2.4338 -0.5165 -5.0430
C 3.0413 0.3344 -5.9595
C 4.3697 0.1278 -6.3245
C 5.0772 -0.9457 -5.7936
C 5.0513 1.0579 -7.2690
O 6.2067 0.8719 -7.5870
C 4.2880 2.2158 -7.8009
C 4.9226 3.1255 -8.6383
C 4.2176 4.2020 -9.1511
C 2.8723 4.3703 -8.8370
C 2.2357 3.4701 -7.9986
C 2.9419 2.3959 -7.4703
C 2.2573 1.4576 -6.5453
O 1.0854 1.6002 -6.2634
H 5.0244 -2.6262 -4.4724
H 2.6694 -2.2295 -3.7848
H 1.4049 -0.3485 -4.7504
H 6.1049 -1.1137 -6.0882
H 5.9676 2.9954 -8.8870
H 4.7150 4.9121 -9.7992
H 2.3219 5.2084 -9.2448
H 1.1909 3.6053 -7.7521
```

Computed properties:
- HOMO-LUMO gap: 7.7 eV
- Net charge: +1
- HOMO: -11.062 eV

Which value of net charge does entry 2 give? +1

What is the net charge in the first record? +1